(1)
Below is 2 unconnected molecules or ions with the total composition C2H4O2S2, with properties calculated with ωB97M-V/def2-TZVPD.

Structure (ORCA input):
```
! wB97M-V def2-TZVPD RIJCOSX def2/J DEFGRID3
* xyz 0 1
C 1.55847 -1.27918 1.35506
C -0.33685 0.47872 -1.26824
O 1.03575 -2.27547 1.06859
O -0.44014 1.29040 -0.13158
S 2.35200 -0.01282 1.76021
S -1.15060 0.69914 1.25196
H -0.36761 -0.51016 -1.06424
H 0.69235 0.64797 -1.63277
H -1.03964 0.79959 -1.99021
H -2.30373 0.16181 0.65122
*
```

Summary:
- SMILES = O=C=S.COS
- ΔE to the lowest compared entry with this formula, charge and spin (kcal/mol) = 29.3
- molecular weight (g mol⁻¹) = 124.19
- LUMO level (Eh) = 0.0223
- E_HOMO (eV) = -8.994
- strongest force on any atom (Eh/bohr) = 0.0675

---

(2)
Below is a molecular structure, C2H4O2S2, with properties calculated with ωB97M-V/def2-TZVPD.

Structure (ORCA input):
```
! wB97M-V def2-TZVPD RIJCOSX def2/J DEFGRID3
* xyz 0 1
C 0.90311 0.38252 0.26796
C -0.07155 0.60164 -0.89504
O -1.61537 -2.15922 1.53590
O 0.26382 0.23062 1.38825
S -0.79617 -1.03628 -1.07969
S -1.54292 -0.90156 0.85340
H 1.63222 -0.39653 0.04731
H 1.56922 1.18552 0.46984
H -0.88171 1.29292 -0.88330
H 0.53934 0.80037 -1.70461
*
```

Summary:
- ΔE to the lowest compared entry with this formula, charge and spin (kcal/mol) = 64.5
- molecular weight (g mol⁻¹) = 124.19
- LUMO level (Eh) = -0.0285
- E_HOMO (eV) = -9.690
- strongest force on any atom (Eh/bohr) = 0.1053

---

(3)
Below is a single C2H4O2Si molecule, with properties calculated with ωB97M-V/def2-TZVPD.

Structure (ORCA input):
```
! wB97M-V def2-TZVPD RIJCOSX def2/J DEFGRID3
* xyz 0 1
C 1.34718 0.06000 -0.54270
C 0.44458 0.94837 -1.01416
O -0.51091 0.48119 1.84187
O -1.34674 -1.29460 0.15332
Si -0.27023 -0.08344 0.34510
H 2.38756 -0.13269 -0.75169
H 0.48567 1.73979 -1.74578
H -1.16927 0.05132 2.38549
H -1.36784 -1.76992 -0.67145
*
```

Summary:
- SMILES = O[Si]1(O)C=C1
- ΔE to the lowest compared entry with this formula, charge and spin (kcal/mol) = 0.0
- molecular weight (g mol⁻¹) = 88.14
- LUMO level (Eh) = 0.0195
- E_HOMO (eV) = -8.918
- strongest force on any atom (Eh/bohr) = 0.0607